# C46H38GeMoN3OS2

A structure of composition C46H38GeMoN3OS2 in a non-equilibrium geometry (ωB97M-V/def2-TZVPD, the Open Molecules 2025 dataset).

The charge is +1. The calculation puts the HOMO-LUMO gap at 6.9 eV. For the calculated total energy, the calculation gives -4956.462225 hartree. The calculation puts the largest force on an atom at 4.40 eV Å⁻¹. The calculation puts the HOMO energy at -0.3970 Ha. The molar mass comes out at 881.514 g mol⁻¹. The value obtained for the lowest unoccupied orbital energy is -3.92 eV.

CARTESIAN COORDINATES (ANGSTROEM)
Mo  0.0814  -0.1545  -0.2539
C  1.3909  -3.2612  2.8557
C  0.4034  -2.6003  1.9464
N  0.3469  -1.3050  1.8697
N  1.1443  -0.6558  2.7522
C  2.0745  0.0912  2.3213
S  2.3710  0.3190  0.5952
S  3.0335  0.9621  3.4945
C  4.6996  0.6265  2.7892
C  5.1957  -0.6995  3.2694
C  5.0399  -1.8477  2.4997
C  5.5142  -3.0653  2.9573
C  6.1361  -3.1520  4.1919
C  6.2829  -2.0161  4.9689
C  5.8078  -0.8009  4.5159
C  -0.4356  -3.4014  1.0653
C  -1.0100  -4.6044  1.4704
C  -1.7378  -5.3752  0.5849
C  -1.8872  -4.9640  -0.7329
C  -1.3369  -3.7725  -1.1662
C  -0.6115  -2.9819  -0.2751
O  -0.0768  -1.8287  -0.6453
H  2.3913  -2.8820  2.6298
H  1.3917  -4.3395  2.7535
H  1.1853  -2.9888  3.8911
H  5.3320  1.4471  3.1233
H  4.5783  0.6715  1.7082
H  4.5656  -1.7792  1.5289
H  5.4251  -3.9484  2.3442
H  6.5101  -4.0967  4.5490
H  6.7914  -2.0719  5.9202
H  5.9153  0.0807  5.1308
H  -0.9068  -4.9073  2.4996
H  -2.1856  -6.2983  0.9186
H  -2.4320  -5.5733  -1.4341
H  -1.4598  -3.4330  -2.1857
C  -0.2794  2.8767  3.0027
C  -1.6231  2.7562  3.3296
C  -2.4391  2.0588  2.4619
C  -1.8965  1.4613  1.3218
N  -0.5563  1.4330  1.1003
C  0.2048  2.1868  1.9099
C  -2.7056  0.9021  0.2502
C  -4.0518  1.2090  0.0534
C  -4.6812  0.7566  -1.0882
C  -3.9877  -0.0113  -2.0126
C  -2.6500  -0.3121  -1.8058
C  -1.9763  0.1459  -0.6750
H  0.3998  3.4807  3.5802
H  -2.0189  3.2190  4.2197
H  -3.4972  1.9667  2.6465
H  1.2510  2.2850  1.6506
H  -4.5857  1.8209  0.7635
H  -5.7081  1.0260  -1.2730
H  -4.4883  -0.3627  -2.9036
H  -2.1167  -0.8751  -2.5654
C  0.5706  0.6470  -1.9317
Ge  0.7130  2.6205  -2.1709
C  1.0138  3.0029  -4.0995
C  1.0963  2.0255  -5.0809
C  1.3864  2.3629  -6.3919
C  1.5912  3.6868  -6.7388
C  1.4730  4.6750  -5.7745
C  1.1873  4.3330  -4.4661
C  2.3190  3.2475  -1.1552
C  2.2802  3.9980  0.0111
C  3.4460  4.2998  0.6959
C  4.6713  3.8753  0.2113
C  4.7241  3.1631  -0.9755
C  3.5574  2.8545  -1.6498
C  -1.0818  3.3616  -1.6949
C  -1.4271  3.8894  -0.4581
C  -2.7020  4.3721  -0.2171
C  -3.6483  4.3529  -1.2254
C  -3.3180  3.8391  -2.4677
C  -2.0481  3.3434  -2.6945
H  0.8783  0.1712  -2.8580
H  0.9313  0.9859  -4.8277
H  1.4575  1.5924  -7.1451
H  1.8471  3.9495  -7.7539
H  1.6080  5.7120  -6.0424
H  1.0967  5.1023  -3.7101
H  1.3358  4.3763  0.3768
H  3.3938  4.8711  1.6108
H  5.5821  4.1193  0.7382
H  5.6722  2.8394  -1.3756
H  3.6017  2.3127  -2.5845
H  -0.6873  3.9533  0.3269
H  -2.9492  4.7714  0.7574
H  -4.6347  4.7493  -1.0456
H  -4.0492  3.8367  -3.2622
H  -1.7943  2.9621  -3.6741